{
  "formula": "C14H15N5O7STi",
  "method": "wB97M-V/def2-TZVPD",
  "homo_energy_ev": [0.4, 0.4],
  "homo_lumo_gap_ha": [0.1532, 0.1535],
  "lumo_ev": [4.6, 4.6],
  "relative_energy_ev": 0.086,
  "energy_ev": -70496.1072,
  "total_charge": -2,
  "elements": ["C", "O", "O", "O", "O", "C", "H", "N", "C", "N", "H", "N", "H", "H", "S", "C", "H", "H", "H", "O", "C", "H", "H", "C", "O", "H", "H", "C", "C", "H", "C", "O", "N", "C", "H", "C", "H", "Ti", "C", "N", "C", "C", "H"],
  "positions_angstrom": [[1.147, 0.870, 2.860], [-1.055, -1.226, 1.999], [1.663, -0.420, 1.034], [-0.451, 1.916, 0.720], [-2.276, -2.099, -1.763], [-0.670, -3.394, 1.047], [0.176, 0.408, 2.771], [2.756, -1.112, -2.899], [1.680, -1.032, -3.764], [-1.898, -0.913, -1.069], [-3.705, -0.697, -3.063], [0.999, -0.717, -1.663], [3.062, 3.014, 4.606], [3.719, -1.257, -3.135], [4.524, 0.331, 0.831], [0.599, -0.792, -2.975], [-0.441, -0.688, -3.235], [-4.752, -0.153, -1.763], [4.700, 2.207, 2.935], [-0.782, -4.606, 1.100], [-3.834, 0.085, -2.315], [-2.262, 3.329, -0.160], [-3.996, 1.039, -2.823], [-1.064, -2.484, 2.275], [-1.354, -2.990, 3.347], [0.704, 2.079, 4.535], [-3.863, 2.689, -0.565], [2.295, -0.917, -1.644], [3.358, 0.895, 1.942], [-2.747, 3.154, -1.852], [3.682, 1.846, 2.940], [-0.259, -2.720, 0.019], [2.059, 0.462, 1.948], [2.769, 2.283, 3.861], [1.783, -1.162, -4.827], [1.467, 1.777, 3.833], [2.921, -0.888, -0.762], [-0.254, -0.643, 0.182], [-2.807, 2.693, -0.859], [-1.078, 1.071, -0.089], [-2.193, 1.331, -0.808], [-2.642, 0.167, -1.415], [-1.679, -2.735, -1.334]],
  "atomic_forces_ev_per_a": [[0.07, 0.01, 0.02], [0.12, 0.03, -0.21], [0.01, 0.15, 0.01], [0.02, 0.14, 0.17], [0.05, 0.06, 0.07], [-0.13, -0.09, 0.18], [0.00, 0.01, -0.03], [-0.09, 0.05, 0.02], [0.03, -0.02, 0.01], [-0.08, 0.31, 0.09], [0.02, 0.01, -0.03], [0.03, -0.15, 0.08], [-0.01, 0.00, 0.00], [0.00, 0.01, -0.01], [-0.01, -0.01, -0.01], [-0.04, 0.00, -0.01], [0.00, 0.01, 0.01], [0.02, -0.03, 0.01], [0.00, 0.00, 0.00], [0.03, 0.06, -0.02], [-0.04, -0.02, -0.03], [0.02, -0.02, 0.01], [0.00, 0.00, 0.01], [0.00, -0.12, 0.02], [0.01, 0.04, -0.01], [0.01, 0.01, 0.02], [0.00, 0.00, 0.00], [0.07, 0.03, -0.06], [0.09, 0.07, 0.01], [0.00, -0.01, -0.01], [-0.01, -0.05, -0.04], [0.00, 0.17, -0.03], [-0.19, -0.18, -0.02], [-0.07, 0.03, 0.06], [0.00, 0.00, 0.00], [0.08, -0.01, -0.04], [-0.01, 0.01, 0.02], [-0.46, 0.65, -0.17], [-0.04, 0.04, 0.04], [0.48, -1.10, 0.07], [-0.12, -0.10, -0.21], [0.10, 0.03, 0.01], [0.04, -0.03, 0.01]],
  "nbo_charge": [0.07, -0.75, -0.60, -0.68, -0.63, 0.68, 0.27, -0.53, -0.14, -0.29, 0.22, -0.48, 0.19, 0.41, -0.44, -0.05, 0.24, 0.20, 0.21, -0.66, -0.65, 0.24, 0.20, 0.68, -0.66, 0.21, 0.19, 0.22, 0.06, 0.18, -0.28, -0.78, 0.01, -0.19, 0.20, -0.29, 0.28, 1.40, -0.65, -0.19, 0.00, 0.09, 0.50]
}

{
  "formula": "C5H11NO",
  "method": "wB97M-V/def2-TZVPD",
  "homo_energy_ev": -7.6,
  "homo_lumo_gap_ha": 0.3144,
  "lumo_ev": 0.9,
  "relative_energy_ev": 2.380,
  "energy_ev": -8899.3172,
  "smiles": "C=C/C=C/NC.O",
  "elements": ["H", "O", "H", "H", "H", "C", "H", "N", "H", "C", "C", "H", "H", "H", "C", "H", "C", "H"],
  "positions_angstrom": [[1.093, -1.725, 1.785], [1.067, 2.019, -0.960], [-1.847, 1.460, 1.213], [3.170, -2.185, 0.659], [0.139, -0.909, -1.029], [1.159, -1.564, 0.717], [-3.165, 0.648, -0.947], [-1.777, 0.683, 0.575], [0.429, 1.373, -1.234], [-2.142, 0.999, -0.793], [0.088, -0.820, 0.047], [1.863, 1.510, -0.804], [2.368, -1.664, -0.965], [-2.072, 2.033, -1.120], [-0.757, -0.185, 0.892], [-1.556, 0.386, -1.483], [2.295, -1.911, 0.090], [-0.530, -0.255, 1.945]],
  "atomic_forces_ev_per_a": [[-0.13, 0.06, 0.13], [0.34, 0.79, 0.02], [-0.18, -0.15, 0.05], [0.05, -0.47, -0.21], [-0.56, 0.46, -0.12], [0.90, 0.11, -0.74], [-0.13, 0.27, -0.17], [0.09, 0.56, 0.28], [-0.48, -0.51, -0.12], [-0.36, -1.21, -0.32], [0.08, -1.17, 1.68], [0.21, -0.14, 0.13], [0.33, -0.26, -0.01], [0.21, 0.19, 0.44], [0.42, 0.59, -1.61], [0.11, 0.15, 0.05], [-0.68, 0.74, 0.35], [-0.22, -0.02, 0.14]],
  "nbo_charge": [0.19, -0.94, 0.39, 0.20, 0.21, -0.17, 0.20, -0.60, 0.46, -0.43, -0.39, 0.47, 0.18, 0.21, 0.06, 0.19, -0.45, 0.20]
}

{
  "formula": "C31H76BaCuN5O13",
  "method": "wB97M-V/def2-TZVPD",
  "homo_energy_ev": -11.3,
  "homo_lumo_gap_ha": 0.1432,
  "lumo_ev": -7.4,
  "relative_energy_ev": 0.000,
  "energy_ev": -112761.8511,
  "total_charge": 2,
  "elements": ["C", "H", "O", "H", "O", "H", "N", "C", "H", "C", "O", "C", "H", "O", "H", "C", "H", "C", "C", "C", "H", "H", "H", "H", "C", "H", "H", "H", "H", "H", "H", "H", "H", "H", "H", "C", "Ba", "H", "H", "H", "H", "C", "H", "C", "C", "O", "N", "H", "H", "C", "H", "C", "H", "H", "H", "O", "H", "C", "C", "C", "H", "H", "O", "H", "C", "H", "N", "H", "N", "H", "Cu", "H", "H", "H", "H", "H", "C", "H", "H", "H", "O", "H", "H", "H", "H", "H", "C", "H", "C", "H", "O", "H", "H", "H", "H", "O", "H", "C", "H", "H", "H", "C", "H", "O", "C", "C", "H", "C", "N", "H", "H", "H", "H", "C", "C", "H", "H", "O", "C", "H", "H", "H", "H", "H", "O", "C", "H"],
  "positions_angstrom": [[3.437, 2.492, 2.110], [1.439, -4.957, 3.110], [-2.763, 3.053, 3.223], [4.728, -6.027, 4.466], [5.197, -5.618, -0.045], [-7.802, 2.767, -7.751], [3.275, -4.299, -2.937], [3.830, -5.410, 4.494], [3.436, -3.678, -0.942], [-3.408, 3.429, -0.115], [-2.921, -0.465, -4.969], [1.073, 6.249, 4.485], [2.068, -1.181, -3.159], [2.621, 3.507, 1.604], [4.564, -7.361, 0.850], [5.497, -6.838, 0.640], [-2.700, 2.942, 5.261], [-0.422, 6.260, 4.627], [-2.528, 5.052, 4.690], [4.055, -4.226, -1.652], [-1.743, -2.929, 2.271], [4.493, 2.682, 1.917], [2.590, -6.953, 7.068], [-3.843, 2.494, -0.468], [-3.110, 3.610, 4.503], [3.142, 1.515, 1.729], [-1.485, 0.800, -4.406], [4.000, -4.434, 4.950], [-3.294, -2.290, -4.042], [2.436, 5.202, -1.400], [-3.798, 3.434, 0.903], [-1.260, -0.425, -0.624], [-0.651, 6.767, 5.564], [3.229, -5.287, 7.046], [2.872, -3.340, 1.207], [-3.765, -1.507, -4.636], [-0.201, 3.890, 2.145], [1.431, 7.152, 4.978], [6.139, -7.412, -0.028], [3.891, 4.122, 0.083], [3.350, 7.022, 3.401], [-6.995, 0.229, -7.202], [2.500, -3.143, -4.312], [4.362, -5.660, -1.153], [-0.637, 0.452, 0.637], [-1.242, -0.362, 1.317], [0.584, 4.821, -0.346], [-1.758, 4.450, -1.884], [2.289, 5.980, 0.119], [-6.255, -0.666, -6.185], [4.259, -5.023, 2.431], [-6.927, 2.322, -8.225], [1.360, -2.378, -2.161], [3.405, 2.401, 3.196], [-1.786, -0.657, -3.391], [2.835, -6.119, 5.285], [-2.768, 0.995, 3.721], [2.058, 5.044, -0.390], [2.850, 3.850, 0.261], [3.093, -2.977, -3.413], [-0.014, 5.576, -0.650], [0.553, -3.041, 0.312], [1.455, 6.113, 3.122], [0.536, 2.710, -0.844], [-4.305, -2.169, -5.838], [4.285, -6.727, 6.652], [-4.995, -1.237, -6.701], [1.443, 5.443, 5.119], [2.258, -4.400, 2.914], [3.405, 5.326, 3.505], [-0.315, -0.247, 3.518], [3.383, -6.081, -0.924], [0.636, 3.860, -2.141], [1.710, -0.891, -0.071], [-4.940, -3.014, -5.570], [-6.253, 3.104, -8.577], [2.577, -0.539, -0.630], [-2.937, 0.728, -3.293], [-4.340, 1.769, 3.073], [4.798, -6.258, -1.952], [0.071, 1.310, 1.161], [-5.983, -0.029, -5.343], [-7.140, -0.232, -8.178], [-1.664, 2.770, -2.008], [-0.828, 6.901, 3.844], [-4.387, -0.431, -6.701], [2.327, -2.019, -2.512], [-2.768, 5.422, 5.687], [0.149, 3.671, -1.185], [4.942, -3.592, -1.669], [-6.225, 1.405, -7.379], [2.646, 2.965, -0.342], [2.208, 0.295, -1.228], [-3.446, -2.532, -6.403], [-2.986, 1.250, 2.079], [-0.390, -4.361, 1.603], [-4.606, -1.135, -4.049], [-3.253, 1.692, 3.038], [-7.919, 0.558, -6.726], [-2.483, -4.588, 1.917], [4.060, -2.596, -3.743], [2.059, -3.989, 1.530], [6.009, -6.633, 1.580], [3.182, -1.450, -1.507], [-2.240, 0.178, -3.925], [3.383, -5.342, 2.995], [-0.758, 4.391, 5.397], [-1.369, 3.585, -1.347], [-1.047, 4.935, 4.597], [2.080, -4.848, 0.858], [3.810, -4.855, -3.589], [-2.922, 5.696, 3.904], [-7.241, 1.820, -9.140], [3.295, -6.274, 6.589], [2.903, 6.129, 2.965], [-4.182, 3.622, 4.697], [3.121, -6.362, 2.716], [-1.982, 3.591, -0.003], [0.646, -3.367, 1.348], [-2.075, -3.672, 0.675], [0.501, -2.463, 1.939], [-3.849, 4.222, -0.719], [-6.953, -1.474, -5.970], [3.233, 6.027, 1.931], [-0.721, 0.369, -0.660], [-1.714, -3.850, 1.688], [3.238, -0.098, 0.116]],
  "atomic_forces_ev_per_a": [[0.89, -0.91, 0.17], [-0.29, 0.01, 0.50], [0.36, -0.22, -0.26], [0.40, 0.13, 0.45], [0.57, 0.84, 1.29], [-0.04, -0.04, 0.23], [1.00, -0.88, 2.94], [-1.00, -1.41, -0.89], [-0.17, -0.48, 0.13], [-0.57, 0.29, 0.97], [0.34, 0.74, -1.33], [-0.19, -0.03, 0.60], [-0.20, 0.26, -0.29], [-1.49, 1.38, 0.73], [0.01, -0.32, 0.03], [-0.49, 0.38, -1.15], [0.21, 0.00, 0.32], [-0.07, 0.39, 0.31], [0.42, -2.11, -0.38], [-0.46, -0.95, -0.08], [-0.29, -0.06, 0.22], [0.06, -0.02, -0.41], [0.05, 0.10, 0.23], [1.02, -0.47, -0.65], [0.24, 0.48, 0.44], [0.09, -0.05, -0.34], [-0.07, 0.14, 0.33], [0.16, 0.16, -0.22], [0.57, 0.02, 0.40], [0.06, -0.47, -0.22], [0.07, 0.65, 0.05], [-0.61, -0.78, -1.65], [-0.08, 0.12, 0.17], [0.46, -0.03, 0.64], [-0.22, 0.37, 0.01], [-0.66, -0.49, 1.77], [0.12, -0.54, -0.67], [0.38, 0.31, -0.53], [0.03, -0.45, 0.25], [0.30, -0.14, 0.26], [-0.40, 0.40, -0.18], [1.16, 0.30, 0.93], [-0.23, 0.69, -0.25], [-0.67, 0.64, -0.41], [1.24, 1.14, 1.34], [-1.71, -2.66, 2.44], [-0.10, -1.06, 0.53], [0.04, 0.47, 0.14], [-0.21, -0.04, 0.17], [0.17, -0.23, -1.07], [-0.23, 0.23, -0.24], [0.63, -0.35, -0.34], [0.19, -0.57, 0.54], [-0.57, 0.52, 0.12], [0.52, 0.37, 0.75], [0.78, 0.44, -1.94], [-0.44, 0.09, 0.78], [-0.72, -0.34, 1.29], [0.12, 0.27, -1.95], [-0.54, -0.18, -1.13], [0.59, 0.71, -0.08], [-0.05, 0.07, -0.30], [0.94, -0.36, -0.07], [-0.02, 0.14, 0.40], [-0.03, 0.04, -1.06], [0.23, 0.19, -0.03], [-0.79, 0.72, -0.64], [0.46, -0.43, -0.14], [0.17, -0.23, -0.92], [-0.43, -0.42, 0.13], [-0.46, -0.28, -1.88], [-0.14, -0.45, 0.19], [-0.39, -0.42, -0.57], [-0.18, -0.65, -0.03], [-0.01, -0.01, 0.05], [0.13, 0.03, 0.45], [-0.57, 0.64, -0.76], [0.05, 0.27, 0.23], [0.02, -0.64, 0.48], [0.15, -0.12, -0.27], [1.90, 2.84, 1.10], [-0.77, 0.00, 0.52], [-0.24, -0.36, 0.10], [0.05, -0.61, 0.65], [-0.24, -0.13, -0.17], [0.32, 0.15, -0.74], [0.68, 1.30, -0.68], [-0.53, 0.13, -0.11], [0.21, 0.20, -0.54], [0.50, -0.16, -0.57], [-0.12, 0.79, -0.53], [0.12, -0.17, -0.19], [-0.26, 0.44, -0.09], [-0.04, -0.34, -0.14], [0.19, 0.80, -0.34], [0.86, 0.45, 0.74], [-0.18, 0.19, 0.41], [-0.07, 0.86, -0.31], [-0.52, -0.41, -0.17], [0.71, -0.36, 1.20], [0.03, 0.91, 0.16], [-1.40, -0.06, 0.12], [0.01, 0.27, -0.21], [0.10, -0.72, 0.96], [-0.28, -1.29, -0.60], [0.18, 0.57, 2.66], [0.24, 0.05, 0.29], [0.33, 0.96, 0.61], [-0.55, 0.44, -0.82], [0.04, -0.25, -0.28], [-0.02, 0.05, -0.26], [0.12, 0.16, 0.12], [-0.24, -0.21, -0.06], [-0.85, -0.10, 0.39], [0.39, 0.10, 0.59], [-0.20, 0.01, -0.44], [-0.08, -0.06, -0.29], [-0.18, -1.03, -1.69], [-0.06, -1.03, -0.66], [0.23, 0.95, -0.43], [-0.12, 0.17, 0.67], [0.09, 0.18, 0.13], [0.10, -0.04, 0.55], [-0.64, 0.22, 0.11], [-0.36, -0.16, -0.98], [0.28, -0.05, -1.59], [0.64, -0.51, -0.28]],
  "mulliken_charge": [-0.78, 0.31, 0.15, 0.41, -0.33, 0.30, -0.43, -0.79, -0.45, -0.95, -0.42, -0.60, 0.49, 0.24, 0.36, -0.81, 0.42, -0.91, -0.83, 0.17, 0.09, 0.34, 0.25, 0.26, -0.79, 0.01, 0.29, 0.37, 0.43, 0.46, 0.17, 0.15, 0.48, 0.30, 0.50, -0.40, 1.38, 0.48, 0.36, 0.45, 0.40, -0.67, 0.42, -0.47, 0.84, -0.92, -0.19, 0.67, 0.38, -0.47, 0.38, -0.77, 0.17, 0.30, 0.27, -0.31, 0.19, -0.98, -0.43, -0.92, 0.21, 0.27, -0.16, -0.23, -0.90, 0.30, -0.39, 0.32, -0.41, 0.33, 0.68, 0.33, 0.52, 0.01, 0.38, 0.25, -0.32, 0.26, 0.43, 0.43, -0.51, 0.26, 0.41, 0.02, 0.38, 0.30, -0.39, 0.46, -0.12, 0.30, -0.28, 0.27, 0.37, 0.37, 0.05, -0.46, 0.32, -0.74, 0.39, 0.37, 0.39, -0.51, 0.22, -0.41, -0.58, -0.36, 0.11, -0.70, -0.12, 0.17, 0.29, 0.40, 0.31, -0.74, -0.84, 0.41, 0.26, -0.02, 0.13, 0.23, -0.25, 0.42, 0.34, 0.15, 0.04, -0.54, 0.17]
}